P | Below is an isolated molecule of CH4FP, with properties calculated with the ωB97M-V functional and the def2-TZVPD basis.

CARTESIAN COORDINATES (ANGSTROEM)
C: -0.10695 0.71563 0.29364
P: -0.39295 -0.81745 -0.72219
F: 0.24441 -1.88850 0.35535
H: -0.91019 0.56670 1.12600
H: -0.46652 1.63893 -0.06871
H: 0.85274 0.61416 0.55798
H: 0.77945 -0.82947 -1.54207

HOMO in eV: -9.4

Atomic partial charges in e from the Mulliken method, atoms 1 to 5: -0.870 0.251 -0.297 0.233 0.385


Q | Below is an isolated molecule of CH4FP, with properties calculated with the ωB97M-V functional and the def2-TZVPD basis.

CARTESIAN COORDINATES (ANGSTROEM)
C: 0.65898 -0.03775 0.41021
P: -0.91449 0.75648 -0.03450
F: -1.71046 -0.66730 -0.07450
H: 0.51347 -0.54506 1.27525
H: 1.62299 0.42534 0.46868
H: 0.62971 -0.72373 -0.48921
H: -0.80021 0.79201 -1.55594

HOMO in eV: -9.3

Atomic partial charges in e from the Mulliken method, atoms 1 to 5: -0.857 0.201 -0.280 0.285 0.371


Least stable structure: Q


P | Below is a 2-piece molecular cluster, CH4FP overall, with properties calculated with the ωB97M-V functional and the def2-TZVPD basis.

CARTESIAN COORDINATES (ANGSTROEM)
C: -0.01432 0.01912 -0.42206
F: -1.10377 2.66111 0.40717
P: -1.56939 0.21400 0.50621
H: 0.59343 0.81203 0.06124
H: -0.33651 0.04651 -1.38553
H: 0.36337 -0.99843 -0.28471
H: -1.19860 -0.00169 1.81049

HOMO in eV: -10.7

Atomic partial charges in e from the Mulliken method, atoms 1 to 5: -0.741 -0.611 0.368 0.283 0.275


Q | Below is a 2-piece molecular cluster, CH4FP overall, with properties calculated with the ωB97M-V functional and the def2-TZVPD basis.

CARTESIAN COORDINATES (ANGSTROEM)
C: -0.78968 0.95161 -0.43324
F: 1.59537 -0.82230 1.45616
P: 0.45865 -1.78876 0.78108
H: -1.62760 0.60875 -0.88970
H: 0.11339 1.21882 -1.04395
H: -0.98266 1.45589 0.44388
H: 1.23253 -1.62402 -0.31424

HOMO (spin up / spin down) in eV: -9.2 / -8.5

Atomic partial charges in e from the Mulliken method, atoms 1 to 5: -1.026 -0.259 0.237 0.372 0.308


Least stable structure: Q


P | Below is a 2-piece molecular cluster, C6H14N3 overall, with properties calculated with the ωB97M-V functional and the def2-TZVPD basis.

CARTESIAN COORDINATES (ANGSTROEM)
C: -3.01719 -3.33313 0.88996
C: -3.14601 -2.10604 1.07835
C: -1.48822 2.02144 0.17674
C: 2.39580 -0.49012 1.08750
C: 1.63526 -0.50364 -1.47199
C: 1.29387 -0.65370 -0.00920
N: -1.00229 3.23270 -0.21387
N: -0.41436 1.01655 -0.26190
N: 0.22058 0.13626 0.38527
H: -2.94299 -4.40889 0.78301
H: -1.61083 1.99683 1.29254
H: -3.23934 -1.09246 1.29373
H: -2.36093 1.61546 -0.39534
H: 3.27322 -1.15330 0.89383
H: 2.75276 0.57529 1.06136
H: 1.90976 -0.77042 2.05536
H: 2.38176 0.24805 -1.49718
H: 0.75975 -0.38091 -1.96970
H: 2.22027 -1.35177 -1.85572
H: 0.81439 -1.72985 0.19280
H: -0.30540 3.50517 0.33098
H: -0.08062 1.35850 -1.18258
H: -1.00816 3.38968 -1.21195

Charge: +1
HOMO in eV: -13.2

Atomic partial charges in e from the Mulliken method, atoms 1 to 5: -0.360 -0.467 -0.386 -1.153 -1.646


Q | Below is an isolated ion of composition C6H14N3 and charge +1, with properties calculated with the ωB97M-V functional and the def2-TZVPD basis.

CARTESIAN COORDINATES (ANGSTROEM)
C: 0.91170 0.08536 -2.06076
N: 2.11178 -0.37782 -1.79623
C: 2.61453 -0.23828 -0.63902
N: 1.79698 0.25033 0.32840
N: 0.52840 0.64102 -0.16928
C: -0.72834 0.02397 0.45103
C: -1.90803 0.61154 -0.30316
C: -0.66437 -1.52304 0.33655
C: -0.72426 0.56395 1.90378
H: 0.87399 0.95940 -2.53638
H: 0.21842 -0.57727 -2.30168
H: 3.57136 -0.57070 -0.43582
H: 1.67669 0.01278 1.29408
H: 0.28067 1.59034 -0.17775
H: -2.26823 1.60633 0.10654
H: -1.62697 0.70268 -1.27715
H: -2.56733 -0.17849 -0.29386
H: 0.03529 -1.90891 1.01201
H: -0.25889 -1.89439 -0.70656
H: -1.70231 -1.74114 0.58876
H: 0.08471 0.31980 2.43414
H: -0.71538 1.58643 1.94402
H: -1.54041 0.05611 2.29836

Charge: +1
HOMO in eV: -14.4

Atomic partial charges in e from the Mulliken method, atoms 1 to 5: -0.357 -0.363 -0.188 -0.306 0.010


Least stable structure: P


P | Below is C32H30ClIrN5O2S as an isolated structure, with properties calculated with the ωB97M-V functional and the def2-TZVPD basis.

CARTESIAN COORDINATES (ANGSTROEM)
Ir: -0.52065 -0.46422 -0.72661
N: -0.16463 -4.38149 -2.66606
C: -0.07076 -3.19488 -1.94259
S: -1.40258 -2.06268 -2.15930
N: 0.92742 -3.03853 -1.15293
N: 0.87237 -1.85600 -0.42991
C: 1.60166 -1.71530 0.67322
C: 2.40777 -2.85558 1.18582
C: 1.96807 -3.55766 2.30281
C: 2.70672 -4.62428 2.79667
C: 3.88900 -4.99854 2.17492
C: 4.32658 -4.30552 1.05386
C: 3.58783 -3.24108 0.56041
C: 1.55103 -0.51176 1.36445
C: 1.98079 -0.32891 2.71029
C: 1.49169 0.66698 3.48308
C: 0.48765 1.54473 2.91118
C: 0.20643 1.52258 1.60867
N: 0.83624 0.60031 0.69783
H: -0.59508 -4.25726 -3.56908
H: 0.71571 -4.87284 -2.71504
H: 1.04035 -3.26190 2.77760
H: 2.35523 -5.16363 3.66763
H: 4.46647 -5.83035 2.55922
H: 5.24450 -4.59888 0.55926
H: 3.91473 -2.70672 -0.32230
H: 2.67800 -1.05020 3.12015
H: 1.79985 0.78548 4.51258
H: -0.04228 2.25187 3.53736
H: -0.50307 2.19581 1.14645
O: -0.05090 1.05568 -2.90825
C: -0.98708 1.68629 -2.43491
N: -1.58369 1.36000 -1.24559
C: -2.43940 2.37247 -0.87833
O: -3.02283 2.52121 0.17597
C: -2.49253 3.36450 -2.01745
C: -3.22361 4.52132 -2.17547
C: -3.03737 5.24047 -3.35480
C: -2.13748 4.80871 -4.32516
C: -1.39417 3.64364 -4.14609
C: -1.59871 2.93771 -2.98007
H: -3.91439 4.84907 -1.40933
H: -3.59797 6.15182 -3.52274
H: -2.01525 5.39168 -5.22963
H: -0.68518 3.29889 -4.88767
C: 2.92188 3.19603 0.92245
C: 3.04815 1.84366 0.22528
C: 4.02555 1.94130 -0.94361
C: 1.71224 1.30179 -0.29920
H: 3.90051 3.54617 1.26033
H: 2.26279 3.14445 1.78575
H: 2.51967 3.94470 0.23217
H: 3.43293 1.10982 0.93954
H: 3.62342 2.58698 -1.73036
H: 4.21257 0.96026 -1.38444
H: 4.98070 2.36239 -0.62247
H: 1.91150 0.58530 -1.09745
H: 1.11563 2.11327 -0.72651
Cl: -7.52145 -1.37337 0.78198
C: -5.77009 -1.33165 0.82367
C: -5.12662 -0.22285 1.34048
C: -3.73953 -0.20119 1.36965
C: -2.98408 -1.26351 0.88154
C: -1.49037 -1.23606 0.92634
C: -3.66891 -2.37001 0.37478
C: -5.05330 -2.41350 0.34083
H: -5.69983 0.61614 1.71158
H: -3.23409 0.67061 1.75881
H: -1.13034 -2.26389 1.03410
H: -1.15130 -0.66279 1.79207
H: -3.10047 -3.20354 -0.01831
H: -5.57370 -3.27353 -0.05916

Charge: -1
HOMO in eV: -3.3

Atomic partial charges in e from the Mulliken method, atoms 1 to 5: 2.282 -0.560 0.551 -0.675 -1.455


Q | Below is C32H30ClIrN5O2S as an isolated structure, with properties calculated with the ωB97M-V functional and the def2-TZVPD basis.

CARTESIAN COORDINATES (ANGSTROEM)
Ir: 0.85153 0.03327 0.51839
N: 0.34567 0.94439 4.74973
C: 0.27946 0.63973 3.41491
S: 1.59517 1.16503 2.41947
N: -0.79424 -0.02713 3.04649
N: -0.77748 -0.31048 1.72014
C: -1.83541 -0.73893 1.12748
C: -3.12941 -0.97004 1.80571
C: -3.73843 -2.22042 1.71981
C: -4.93773 -2.46903 2.37135
C: -5.54034 -1.46326 3.11283
C: -4.93900 -0.21420 3.19862
C: -3.73819 0.03584 2.55248
C: -1.66154 -0.99165 -0.31672
C: -2.73549 -1.20999 -1.16638
C: -2.50505 -1.42491 -2.51638
C: -1.20463 -1.42938 -2.98936
C: -0.17349 -1.17778 -2.09751
N: -0.38147 -0.95663 -0.80480
H: 0.95286 1.70941 4.99005
H: -0.54089 0.91839 5.22823
H: -3.26029 -3.00553 1.14530
H: -5.39667 -3.44769 2.30428
H: -6.47687 -1.65244 3.62326
H: -5.41022 0.57356 3.77346
H: -3.26404 1.00469 2.59308
H: -3.73773 -1.18514 -0.76412
H: -3.33783 -1.57300 -3.19213
H: -0.97955 -1.58306 -4.03503
H: 0.85702 -1.11804 -2.42060
O: 0.83104 2.09854 -2.54664
C: -0.02751 2.44335 -1.75764
N: -0.37523 1.86535 -0.55268
C: -1.54717 2.43201 -0.12971
O: -2.26952 2.08322 0.78521
C: -1.90515 3.58186 -1.04195
C: -2.94912 4.48267 -1.01317
C: -3.00602 5.42614 -2.03685
C: -2.05146 5.43834 -3.05336
C: -1.01478 4.50794 -3.07414
C: -0.96614 3.59373 -2.04322
H: -3.68902 4.45062 -0.22319
H: -3.80233 6.16060 -2.05074
H: -2.12456 6.18259 -3.83730
H: -0.27119 4.49307 -3.86112
C: 4.07578 1.99510 0.21522
C: 3.89707 0.50771 -0.08626
C: 5.03577 0.04873 -1.00021
C: 2.52690 0.24565 -0.72946
H: 5.02774 2.19227 0.71891
H: 3.27445 2.38885 0.83983
H: 4.06607 2.56232 -0.72096
H: 3.98337 -0.03841 0.86118
H: 4.96256 0.55585 -1.96741
H: 4.97882 -1.02595 -1.18505
H: 6.01991 0.27312 -0.57357
H: 2.60880 -0.67185 -1.33787
H: 2.38103 1.04559 -1.45827
Cl: 4.17323 -5.62992 -2.52571
C: 3.45531 -4.50016 -1.39745
C: 2.07728 -4.41277 -1.29990
C: 1.52144 -3.50900 -0.40885
C: 2.30551 -2.67003 0.38981
C: 1.66968 -1.70227 1.33856
C: 3.68843 -2.81910 0.28580
C: 4.26793 -3.71674 -0.59997
H: 1.45010 -5.04989 -1.90995
H: 0.44332 -3.45733 -0.31944
H: 2.37544 -1.44751 2.13394
H: 0.83928 -2.23568 1.81889
H: 4.33318 -2.21840 0.91441
H: 5.34404 -3.80576 -0.67178

Charge: -1
HOMO in eV: -4.5

Atomic partial charges in e from the Mulliken method, atoms 1 to 5: 2.983 -0.503 0.525 -0.859 -1.823


Least stable structure: P